1.
{"formula": "C46H72FO28", "method": "ωB97M-V/def2-TZVPD", "charge": -1, "species": ["C", "C", "C", "C", "C", "C", "C", "C", "C", "C", "O", "F", "H", "H", "H", "H", "H", "H", "H", "H", "H", "H", "H", "H", "H", "H", "H", "H", "H", "H", "C", "C", "C", "O", "C", "O", "O", "H", "H", "H", "H", "H", "H", "C", "C", "C", "O", "C", "O", "O", "H", "H", "H", "H", "H", "H", "C", "C", "C", "O", "C", "O", "O", "H", "H", "H", "H", "H", "H", "C", "C", "C", "O", "C", "O", "O", "H", "H", "H", "H", "H", "H", "C", "C", "C", "O", "C", "O", "O", "H", "H", "H", "H", "H", "H", "C", "C", "C", "O", "C", "O", "O", "H", "H", "H", "H", "H", "H", "C", "C", "C", "O", "C", "O", "O", "H", "H", "H", "H", "H", "H", "C", "C", "C", "O", "C", "O", "O", "H", "H", "H", "H", "H", "H", "C", "C", "C", "O", "C", "O", "O", "H", "H", "H", "H", "H", "H"], "positions_angstrom": [[-0.53, 1.48, -2.93], [-1.72, 1.61, -1.79], [-2.18, 3.15, -1.46], [-1.00, 4.12, -0.88], [-0.17, 3.51, 0.39], [1.23, 4.41, 0.50], [2.59, 3.56, 0.13], [2.77, 3.24, -1.47], [3.29, 4.59, -2.30], [2.03, 5.51, -2.82], [1.31, 5.04, -3.87], [1.60, 6.80, -2.20], [-0.05, 2.53, -3.09], [-0.99, 1.16, -3.97], [0.22, 0.63, -2.62], [-1.46, 0.97, -0.83], [-2.68, 1.07, -2.26], [-2.54, 3.61, -2.51], [-3.07, 3.12, -0.68], [-1.54, 5.11, -0.48], [-0.35, 4.46, -1.79], [0.14, 2.39, 0.30], [-0.77, 3.70, 1.41], [1.15, 5.44, -0.08], [1.34, 4.71, 1.65], [3.55, 4.14, 0.50], [2.59, 2.50, 0.68], [1.69, 2.95, -1.85], [3.88, 4.19, -3.26], [4.04, 5.24, -1.66], [7.45, 7.25, 3.39], [6.43, 6.25, 2.87], [6.91, 4.83, 2.94], [6.20, 4.22, 1.87], [5.95, 5.20, 0.96], [5.56, 5.00, -0.18], [6.21, 6.44, 1.48], [7.04, 8.26, 3.33], [7.71, 7.04, 4.43], [8.36, 7.24, 2.78], [5.47, 6.38, 3.39], [6.66, 4.35, 3.89], [7.98, 4.72, 2.75], [1.05, 1.25, 3.94], [0.03, 0.25, 3.42], [0.51, -1.17, 3.49], [-0.20, -1.78, 2.43], [-0.44, -0.80, 1.51], [-0.84, -1.00, 0.38], [-0.19, 0.44, 2.04], [0.65, 2.26, 3.88], [1.31, 1.04, 4.98], [1.96, 1.24, 3.34], [-0.92, 0.38, 3.94], [0.27, -1.65, 4.44], [1.58, -1.28, 3.30], [8.70, -0.21, -0.33], [8.46, -0.12, 1.16], [7.50, 0.96, 1.55], [7.92, 1.30, 2.85], [9.26, 1.02, 2.91], [10.00, 1.39, 3.81], [9.65, 0.28, 1.84], [9.41, -1.02, -0.55], [7.77, -0.40, -0.87], [9.15, 0.71, -0.71], [8.16, -1.10, 1.56], [6.46, 0.60, 1.56], [7.56, 1.85, 0.92], [-1.89, -3.70, -0.49], [-1.95, -4.57, -1.73], [-3.24, -4.45, -2.48], [-3.36, -5.71, -3.11], [-2.68, -6.59, -2.31], [-2.75, -7.81, -2.42], [-1.93, -5.94, -1.38], [-0.93, -3.82, 0.02], [-2.03, -2.64, -0.74], [-2.66, -3.99, 0.23], [-1.09, -4.37, -2.37], [-3.21, -3.65, -3.23], [-4.11, -4.30, -1.83], [-2.02, -9.83, -1.02], [-1.88, -11.03, -0.11], [-3.01, -11.17, 0.87], [-2.40, -11.83, 1.96], [-1.08, -11.50, 1.92], [-0.29, -11.71, 2.82], [-0.76, -10.89, 0.74], [-1.17, -9.79, -1.72], [-2.94, -9.87, -1.60], [-2.00, -8.90, -0.45], [-1.75, -11.95, -0.70], [-3.84, -11.76, 0.47], [-3.40, -10.20, 1.22], [-3.95, 5.80, 4.65], [-3.28, 4.52, 5.09], [-1.88, 4.38, 4.57], [-1.72, 2.97, 4.49], [-2.97, 2.45, 4.30], [-3.19, 1.30, 3.98], [-3.93, 3.39, 4.52], [-4.97, 5.86, 5.06], [-3.39, 6.68, 4.98], [-4.06, 5.84, 3.56], [-3.32, 4.42, 6.18], [-1.14, 4.81, 5.24], [-1.74, 4.79, 3.57], [3.84, 9.69, -2.42], [3.76, 9.90, -0.92], [4.03, 11.31, -0.50], [4.55, 11.15, 0.81], [5.14, 9.91, 0.84], [5.88, 9.52, 1.72], [4.79, 9.18, -0.26], [3.64, 8.65, -2.68], [3.13, 10.33, -2.95], [4.85, 9.91, -2.79], [2.80, 9.53, -0.54], [3.12, 11.91, -0.47], [4.78, 11.82, -1.11], [-8.78, -6.23, -1.11], [-7.93, -5.29, -0.29], [-8.34, -3.85, -0.42], [-7.12, -3.16, -0.18], [-6.12, -4.01, -0.56], [-4.95, -3.68, -0.71], [-6.59, -5.27, -0.77], [-8.45, -7.27, -0.97], [-9.84, -6.17, -0.82], [-8.69, -6.02, -2.18], [-7.91, -5.61, 0.76], [-9.09, -3.57, 0.32], [-8.70, -3.59, -1.42], [-4.67, -10.01, -5.70], [-5.48, -8.82, -6.18], [-4.92, -7.50, -5.73], [-6.07, -6.68, -5.67], [-7.13, -7.51, -5.43], [-8.24, -7.14, -5.11], [-6.77, -8.82, -5.60], [-5.11, -10.94, -6.07], [-3.63, -9.95, -6.06], [-4.67, -10.07, -4.61], [-5.60, -8.85, -7.27], [-4.19, -7.09, -6.43], [-4.47, -7.54, -4.73]]}



2.
{"formula": "C46H72N2O3Y", "method": "ωB97M-V/def2-TZVPD", "charge": -1, "species": ["Y", "C", "N", "C", "C", "C", "N", "C", "C", "C", "C", "C", "C", "C", "O", "C", "C", "C", "C", "C", "C", "C", "C", "C", "C", "C", "C", "C", "C", "C", "O", "C", "C", "C", "C", "C", "C", "C", "C", "H", "H", "H", "H", "H", "H", "H", "H", "H", "H", "H", "H", "H", "H", "H", "H", "H", "H", "H", "H", "H", "H", "H", "H", "H", "H", "H", "H", "H", "H", "H", "H", "H", "H", "H", "H", "H", "H", "H", "H", "H", "H", "H", "H", "H", "H", "H", "H", "H", "H", "H", "H", "H", "H", "C", "C", "C", "C", "C", "C", "C", "C", "C", "C", "C", "C", "H", "H", "H", "H", "H", "H", "H", "H", "H", "H", "H", "H", "H", "H", "H", "H", "H", "H", "O"], "positions_angstrom": [[-0.05, -0.68, 0.46], [-0.19, -2.11, 2.72], [1.03, -1.32, 2.50], [2.24, -2.11, 2.57], [1.12, -0.05, 3.24], [-0.01, 1.00, 3.02], [-0.57, 1.18, 1.68], [0.26, 1.75, 0.58], [1.78, 1.41, 0.43], [2.58, 2.38, 1.04], [3.95, 2.42, 0.88], [4.51, 1.41, 0.10], [3.77, 0.42, -0.53], [2.34, 0.40, -0.43], [1.62, -0.50, -1.04], [4.46, -0.65, -1.38], [5.98, -0.49, -1.40], [4.17, -2.04, -0.81], [3.97, -0.58, -2.84], [4.76, 3.56, 1.49], [6.26, 3.42, 1.22], [4.30, 4.90, 0.90], [4.56, 3.59, 3.02], [-1.99, 1.58, 1.60], [-2.59, 1.93, 0.23], [-3.27, 3.16, 0.22], [-3.99, 3.65, -0.84], [-4.08, 2.81, -1.96], [-3.45, 1.59, -2.05], [-2.60, 1.12, -0.98], [-1.94, 0.04, -1.11], [-3.60, 0.69, -3.28], [-4.59, 1.27, -4.30], [-2.25, 0.53, -4.01], [-4.13, -0.69, -2.86], [-4.70, 5.00, -0.85], [-6.22, 4.79, -0.95], [-4.24, 5.83, -2.05], [-4.42, 5.81, 0.42], [-0.27, -2.51, 3.74], [-0.23, -2.92, 1.98], [-1.11, -1.51, 2.47], [2.41, -2.51, 3.59], [3.10, -1.51, 2.28], [2.17, -2.96, 1.88], [2.07, 0.43, 2.98], [1.19, -0.29, 4.31], [0.35, 1.96, 3.42], [-0.82, 0.68, 3.67], [0.20, 2.84, 0.60], [-0.18, 1.50, -0.41], [2.08, 3.14, 1.63], [5.58, 1.41, -0.04], [6.42, -0.55, -0.40], [6.29, 0.46, -1.85], [6.41, -1.29, -2.01], [4.47, -2.10, 0.24], [4.72, -2.80, -1.37], [3.11, -2.27, -0.88], [4.08, 0.44, -3.23], [2.93, -0.87, -2.92], [4.58, -1.25, -3.46], [6.47, 3.44, 0.15], [6.66, 2.49, 1.63], [6.80, 4.25, 1.68], [4.39, 4.89, -0.18], [4.90, 5.72, 1.30], [3.25, 5.10, 1.15], [4.85, 2.63, 3.46], [3.51, 3.78, 3.27], [5.16, 4.38, 3.47], [-2.12, 2.47, 2.23], [-2.55, 0.75, 2.04], [-3.21, 3.75, 1.13], [-4.68, 3.15, -2.80], [-4.25, 2.22, -4.71], [-5.58, 1.41, -3.86], [-4.69, 0.57, -5.13], [-1.83, 1.50, -4.25], [-2.39, -0.03, -4.94], [-1.55, 0.00, -3.37], [-5.05, -0.58, -2.27], [-3.40, -1.21, -2.24], [-4.36, -1.29, -3.74], [-6.49, 4.28, -1.88], [-6.75, 5.75, -0.93], [-6.58, 4.19, -0.12], [-4.51, 5.36, -3.00], [-3.16, 5.95, -2.04], [-4.70, 6.83, -2.03], [-4.79, 5.30, 1.31], [-4.92, 6.78, 0.35], [-3.35, 5.99, 0.54], [2.08, -5.95, 0.54], [0.73, -5.25, 0.52], [-0.12, -5.28, 1.62], [0.36, -5.81, 2.96], [-1.43, -4.78, 1.51], [-2.38, -4.83, 2.68], [-1.89, -4.29, 0.28], [-3.31, -3.79, 0.18], [-1.02, -4.22, -0.82], [-1.51, -3.66, -2.13], [0.30, -4.66, -0.68], [1.29, -4.50, -1.82], [1.98, -6.96, 0.13], [2.49, -6.06, 1.54], [2.82, -5.43, -0.06], [-0.06, -5.24, 3.79], [1.44, -5.76, 3.06], [0.06, -6.85, 3.11], [-2.91, -5.78, 2.71], [-3.12, -4.04, 2.61], [-1.87, -4.71, 3.63], [-4.03, -4.59, 0.37], [-3.53, -3.34, -0.78], [-3.44, -2.98, 0.91], [-1.44, -2.57, -2.15], [-2.55, -3.93, -2.31], [-0.94, -4.05, -2.98], [1.49, -5.45, -2.33], [2.25, -4.13, -1.45], [0.95, -3.79, -2.56], [-2.05, -1.09, 0.83]]}



Largest force on an atom per entry: 0.170 0.122 hartree/bohr
HOMO level per entry: -2.09 -2.48 eV
Relative energy (zero: lowest compared OMol25 entry of this formula, charge and spin) per entry: 3.629 0.294 eV